Entry 1:
A molecular structure, C21H21Cl2MoN5O3 in a non-equilibrium geometry, computed with the ωB97M-V functional and the def2-TZVPD basis.

Geometry as ORCA input:
```
! wB97M-V def2-TZVPD RIJCOSX def2/J DEFGRID3
* xyz 2 1
Mo 0.401 -1.302 -1.618
Cl -5.888 -2.063 -5.487
C -4.534 -1.873 -4.466
C -4.030 -2.981 -3.772
C -2.932 -2.827 -2.945
Cl -2.171 -4.119 -2.098
C -2.318 -1.570 -2.810
O -1.205 -1.469 -2.106
C -2.796 -0.463 -3.552
C -2.020 0.778 -3.535
O -0.961 0.925 -2.955
C -3.915 -0.627 -4.364
H -4.486 -3.952 -3.905
H -2.452 1.600 -4.131
H -4.294 0.205 -4.936
C -1.834 0.175 0.738
C -0.532 -0.338 1.228
N 0.355 -0.986 0.470
C 1.404 -1.317 1.300
C 1.137 -0.864 2.552
N -0.086 -0.251 2.496
C -0.784 0.339 3.633
N 0.105 1.037 4.495
N 0.434 0.531 5.700
N 1.205 1.304 6.301
C 1.468 2.406 5.546
C 2.253 3.535 5.763
C 2.317 4.455 4.741
C 1.612 4.279 3.543
C 0.821 3.174 3.309
C 0.751 2.240 4.331
H -1.867 0.110 -0.353
H -1.984 1.217 1.016
H -2.656 -0.412 1.153
H 2.271 -1.845 0.936
H 1.707 -0.937 3.457
H -1.240 -0.456 4.236
H -1.565 1.002 3.250
H 2.782 3.672 6.693
H 2.929 5.336 4.860
H 1.687 5.043 2.785
H 0.280 3.049 2.382
C 3.005 -2.722 -3.101
C 2.388 -1.396 -2.716
C 2.992 -0.175 -3.371
O 2.175 -1.241 -1.411
H 2.966 -2.881 -4.176
H 2.499 -3.544 -2.588
H 4.051 -2.714 -2.786
H 1.069 -1.474 -3.187
H 4.042 -0.127 -3.072
H 2.488 0.732 -3.012
H 2.948 -0.221 -4.457
*
```

Summary:
HOMO-LUMO gap   0.155 Eh
Calculated total energy   -62592.5329 eV
Max |F|   4.03 eV/A
LUMO   -9.116 eV

---

Entry 2:
A single C21H21Cl2N3O3 molecule in a non-equilibrium geometry, computed with the ωB97M-V functional and the def2-TZVPD basis.

Geometry as ORCA input:
```
! wB97M-V def2-TZVPD RIJCOSX def2/J DEFGRID3
* xyz 0 1
O -1.344 2.736 2.979
O 0.070 -2.143 -2.462
Cl -0.443 -5.300 3.009
Cl -0.516 -7.331 -1.997
O -0.450 4.725 2.404
C -0.748 3.492 2.189
C -0.119 -2.213 -1.200
C 1.518 6.843 0.165
C 1.562 5.888 -0.907
C 0.814 6.498 1.335
C -0.327 -3.812 0.698
C -0.441 -4.767 -1.487
C 1.040 4.525 -0.730
C -0.407 -5.077 1.270
C -0.442 -6.035 -0.953
C 0.246 5.239 1.394
C -0.319 -3.573 -0.659
C -0.556 -6.242 0.386
C 0.372 4.253 0.396
N -1.041 -7.405 1.002
N -0.185 3.099 0.947
N -0.143 -0.983 -0.518
C -0.223 1.811 0.288
C 2.385 -0.748 -0.559
C -2.262 0.131 -1.454
C 1.091 1.033 0.228
C -1.285 0.783 0.774
C 0.989 -0.088 -0.744
C -1.432 -0.342 -0.208
H 1.954 7.825 0.243
H 2.198 5.959 -1.898
H 0.587 7.246 2.076
H -0.072 -2.974 1.317
H -0.393 -4.605 -2.569
H 1.218 3.782 -1.549
H -1.290 -8.070 0.334
H -1.084 -7.598 1.976
H -0.497 2.024 -0.739
H 3.094 0.081 -0.842
H 2.780 -1.038 0.420
H 2.594 -1.488 -1.260
H -3.296 0.497 -1.250
H -2.418 -0.728 -2.049
H -1.648 0.843 -2.101
H 1.435 0.616 1.242
H 1.911 1.732 -0.047
H -0.896 0.388 1.720
H -2.246 1.268 0.976
H 0.846 0.239 -1.797
H -2.178 -0.997 0.211
*
```

Summary:
HOMO-LUMO gap   0.307 Eh
Calculated total energy   -57774.4091 eV
SMILES   C[C@@H]1CC(n2c(=O)oc3ccccc32)C[C@@H](C)N1C(=O)c1cc(Cl)c(N)c(Cl)c1
Max |F|   6.22 eV/A
LUMO   -0.140 eV

---

Entry 3:
3 unconnected molecules or ions with the total composition C21H21ClF16N3O8, computed with the ωB97M-V functional and the def2-TZVPD basis.

Geometry as ORCA input:
```
! wB97M-V def2-TZVPD RIJCOSX def2/J DEFGRID3
* xyz -1 1
C -1.099 -5.119 -0.916
C -1.416 -4.412 -0.001
C -1.926 -3.710 1.167
O -2.735 -4.593 1.947
C -2.823 -2.443 0.814
Cl -4.575 -2.916 0.798
C -2.518 -1.737 -0.494
C -3.084 -2.346 -1.767
O -2.806 -1.875 -2.845
O -2.585 -1.559 1.859
C -1.840 -2.186 2.903
O -2.032 -1.891 4.026
C -0.889 -3.139 2.188
C 0.262 -2.429 1.440
C 1.077 -1.406 2.252
N 0.282 -0.234 2.698
N 2.155 -0.842 1.390
N 1.755 -2.072 3.344
C -0.277 -4.311 3.031
O 0.154 -5.254 2.334
O -0.263 -4.156 4.261
H -0.831 -5.728 -1.745
H -2.601 -5.494 1.636
H -2.927 -0.724 -0.426
H -1.449 -1.634 -0.668
H -3.753 -3.214 -1.687
H 0.953 -3.226 1.158
H -0.060 -1.944 0.517
H -0.533 -0.148 2.093
H -0.113 -0.460 3.607
H 1.772 0.034 1.040
H 2.241 -1.433 0.565
H 2.466 -1.426 3.672
H 1.133 -2.280 4.123
C -4.671 1.192 -3.016
C -4.925 2.280 -4.066
C -3.884 3.392 -4.208
F -3.733 4.082 -3.061
F -4.304 4.256 -5.165
F -6.156 2.812 -3.902
F -4.916 1.639 -5.273
O -5.290 1.324 -1.750
C -4.721 2.058 -0.743
C -5.568 3.281 -0.369
F -5.825 4.047 -1.449
F -4.886 4.027 0.529
F -3.450 2.400 -1.026
F -4.693 1.273 0.354
H -5.124 0.294 -3.431
H -3.606 0.973 -2.918
H -2.920 2.975 -4.511
H -6.511 2.953 0.070
C 7.483 1.955 0.788
C 7.862 2.359 -0.642
C 7.434 3.745 -1.131
F 6.097 3.896 -1.102
F 7.849 3.898 -2.413
F 7.469 1.412 -1.517
F 9.231 2.396 -0.663
O 6.325 1.176 0.982
C 5.081 1.750 1.107
C 4.160 1.380 -0.062
F 4.741 1.686 -1.245
F 3.016 2.095 0.037
F 5.172 3.090 1.258
F 4.527 1.257 2.222
H 8.293 1.300 1.107
H 7.500 2.819 1.455
H 7.899 4.523 -0.519
H 3.924 0.316 -0.041
*
```

Summary:
HOMO-LUMO gap   0.270 Eh
Calculated total energy   -98970.6105 eV
Max |F|   0.96 eV/A
LUMO   2.048 eV

---

Entry 4:
A single C21H21ClN2O2 molecule, computed with the ωB97M-V functional and the def2-TZVPD basis.

Geometry as ORCA input:
```
! wB97M-V def2-TZVPD RIJCOSX def2/J DEFGRID3
* xyz 0 1
C -5.868 -2.119 -0.962
C -5.345 -0.690 -0.874
C -4.169 -0.537 0.089
H -4.434 -0.945 1.066
H -3.954 0.526 0.224
C -2.897 -1.233 -0.395
C -1.798 -1.112 0.646
O -1.990 -1.253 1.836
N -0.572 -0.862 0.133
H -0.436 -0.704 -0.853
C 0.602 -0.693 0.962
C 1.096 0.734 0.878
C 1.395 1.289 -0.350
C 1.871 2.624 -0.426
N 2.150 3.099 -1.658
C 2.592 4.322 -1.764
C 2.792 5.173 -0.663
C 2.514 4.707 0.594
C 2.035 3.390 0.755
C 1.713 2.800 1.992
C 1.258 1.511 2.038
H 1.010 1.061 2.988
H 1.830 3.378 2.896
H 2.654 5.329 1.467
H 3.159 6.175 -0.822
H 2.804 4.663 -2.769
O 1.247 0.603 -1.507
H 1.552 1.204 -2.212
C 1.690 -1.678 0.582
C 3.026 -1.392 0.831
C 4.019 -2.293 0.494
C 3.674 -3.497 -0.097
C 2.346 -3.807 -0.343
C 1.364 -2.896 -0.001
H 0.328 -3.141 -0.184
H 2.086 -4.751 -0.795
Cl 4.911 -4.627 -0.526
H 5.056 -2.063 0.686
H 3.298 -0.454 1.293
H 0.270 -0.904 1.988
H -2.572 -0.815 -1.350
H -3.094 -2.299 -0.532
H -5.046 -0.349 -1.869
H -6.154 -0.040 -0.534
H -5.129 -2.784 -1.400
H -6.122 -2.491 0.028
H -6.762 -2.156 -1.582
*
```

Summary:
HOMO-LUMO gap   0.310 Eh
Calculated total energy   -41717.1347 eV
SMILES   CCCCC(=O)N[C@@H](c1ccc(Cl)cc1)c1ccc2cccnc2c1O
Max |F|   0.50 eV/A
LUMO   -0.041 eV

---

Entry 5:
A molecular structure, C21H21CoN5P, computed with the ωB97M-V functional and the def2-TZVPD basis.

Geometry as ORCA input:
```
! wB97M-V def2-TZVPD RIJCOSX def2/J DEFGRID3
* xyz 1 4
Co 0.000 0.257 -0.061
C 3.672 0.111 -1.801
C 4.600 -0.014 -0.741
C 4.151 -0.067 0.541
C 2.759 -0.003 0.839
N 1.887 0.122 -0.202
C 2.352 0.181 -1.481
N 2.399 -0.055 2.121
C 1.141 -0.073 2.528
N 0.000 -0.044 1.719
C -1.141 -0.073 2.528
N -2.399 -0.055 2.121
C -2.759 -0.003 0.839
C -4.151 -0.067 0.541
C -4.600 -0.014 -0.741
C -3.671 0.111 -1.801
C -2.352 0.181 -1.481
N -1.887 0.122 -0.202
C -0.703 -0.124 3.885
C -1.423 -0.175 5.086
C -0.708 -0.220 6.257
C 0.708 -0.220 6.257
C 1.423 -0.175 5.086
C 0.703 -0.124 3.885
H 3.984 0.148 -2.833
H 5.660 -0.070 -0.950
H 4.821 -0.162 1.384
H 1.599 0.280 -2.258
H -4.821 -0.162 1.384
H -5.660 -0.069 -0.950
H -3.984 0.148 -2.833
H -1.599 0.280 -2.258
H -2.504 -0.180 5.080
H -1.231 -0.261 7.203
H 1.231 -0.260 7.203
H 2.504 -0.180 5.080
C 0.000 3.205 -2.022
P 0.000 2.537 -0.341
C -1.448 3.230 0.484
C 1.448 3.230 0.484
H 0.000 4.295 -1.979
H -0.889 2.874 -2.560
H 0.889 2.874 -2.559
H -1.368 4.317 0.520
H -1.514 2.838 1.500
H -2.353 2.950 -0.055
H 1.368 4.317 0.520
H 2.353 2.950 -0.055
H 1.514 2.838 1.500
*
```

Summary:
HOMO-LUMO gap (spin up / spin down)   0.152 / 0.202 Eh
Calculated total energy   -76478.3814 eV
Max |F|   0.20 eV/A
LUMO (spin up / spin down)   -4.369 / -5.458 eV

---

Entry 6:
A molecular structure, C21H21F6N10O4RuS3 in a non-equilibrium geometry, computed with the ωB97M-V functional and the def2-TZVPD basis.

Geometry as ORCA input:
```
! wB97M-V def2-TZVPD RIJCOSX def2/J DEFGRID3
* xyz 2 2
Ru 1.388 -0.152 -0.873
C 1.419 4.408 -0.812
C 1.419 2.924 -0.634
N 1.918 2.051 -1.428
N 2.612 2.477 -2.537
C 3.240 1.605 -3.344
N 4.210 2.074 -4.120
S 2.844 -0.044 -3.467
C 0.847 2.346 0.623
C 0.002 3.059 1.439
C -0.447 2.470 2.621
C 0.008 1.213 2.958
C 0.871 0.564 2.079
N 1.264 1.098 0.920
H 2.193 4.778 -1.482
H 1.565 4.901 0.147
H 0.457 4.734 -1.216
H 2.780 3.467 -2.657
H 4.640 2.972 -3.961
H 4.586 1.509 -4.867
H -0.316 4.055 1.167
H -1.127 3.000 3.272
H -0.290 0.735 3.881
H 1.269 -0.413 2.313
F 4.734 -5.324 -3.725
C 4.405 -4.064 -3.832
F 4.977 -3.338 -2.894
F 4.655 -3.593 -5.026
S 2.505 -3.925 -3.562
O 1.385 -0.204 -2.914
O 1.912 -4.616 -4.691
N 2.234 -4.501 -2.162
S 1.663 -3.693 -0.897
O 0.797 -4.529 -0.151
O 1.185 -2.375 -1.285
C 3.188 -3.443 0.128
F 3.747 -2.268 -0.183
F 2.832 -3.438 1.398
F 4.050 -4.409 -0.109
C -0.992 -1.868 0.918
C -1.377 -0.840 -0.085
N -0.555 -0.106 -0.833
C -1.329 0.708 -1.639
C -2.631 0.463 -1.370
N -2.650 -0.501 -0.388
C -3.882 -1.087 0.170
N -3.901 -1.006 1.592
N -3.780 -2.142 2.344
N -3.776 -1.830 3.577
C -3.903 -0.451 3.680
C -3.961 0.364 4.816
C -4.111 1.715 4.604
C -4.205 2.250 3.298
C -4.139 1.457 2.173
C -3.991 0.085 2.406
H 0.088 -1.875 1.033
H -1.302 -2.867 0.607
H -1.443 -1.669 1.888
H -0.892 1.366 -2.369
H -3.536 0.871 -1.785
H -3.970 -2.135 -0.109
H -4.711 -0.526 -0.261
H -3.912 -0.061 5.809
H -4.184 2.384 5.450
H -4.352 3.317 3.183
H -4.223 1.875 1.177
*
```

Summary:
HOMO-LUMO gap (spin up / spin down)   0.256 / 0.187 Eh
Calculated total energy   -96582.2137 eV
Max |F|   2.98 eV/A
LUMO (spin up / spin down)   -6.549 / -8.411 eV

---

Entry 7:
A single C21H21N3O4 molecule in a non-equilibrium geometry, computed with the ωB97M-V functional and the def2-TZVPD basis.

Geometry as ORCA input:
```
! wB97M-V def2-TZVPD RIJCOSX def2/J DEFGRID3
* xyz 0 1
N 1.550 -2.821 0.068
C 0.850 -2.346 1.044
N 1.030 -1.126 1.337
O 1.793 -0.280 0.418
C 1.430 1.014 0.256
O 0.566 1.704 0.942
C 2.529 1.942 -0.348
C 2.737 3.248 -0.385
C 1.479 3.989 -0.882
C 1.160 3.809 -2.289
C -0.052 3.603 -2.602
N -0.594 2.356 -2.143
C -1.862 2.228 -1.154
O -2.191 3.256 -0.545
C -1.878 0.803 -0.824
C -2.760 0.365 0.256
C -2.879 -1.146 0.264
C -1.936 -1.812 -0.557
C -0.922 -1.389 -1.473
C -0.998 0.201 -1.437
C -0.234 1.063 -2.458
O 0.714 1.010 -3.066
H -0.266 -1.797 -2.078
H -1.865 -2.827 -0.416
H -3.152 -1.805 0.756
H -3.356 0.739 0.871
H -1.084 4.350 -2.282
H -0.217 3.416 -3.690
H 1.466 4.882 -2.766
H 1.761 3.041 -2.622
H 0.696 3.543 -0.250
H 1.496 5.016 -0.651
H 3.597 3.654 -0.778
H 2.707 3.556 0.725
H 3.563 1.380 -0.146
H 2.681 1.450 -1.365
C 0.037 -3.131 1.713
C 0.078 -4.272 2.112
C -0.708 -5.115 2.714
C -1.559 -4.350 3.535
C -1.879 -3.087 3.624
C -0.866 -2.137 2.800
H -0.998 -1.196 2.589
H -2.625 -2.532 4.056
H -2.265 -5.013 4.018
H -0.762 -6.350 2.778
H 0.714 -4.975 1.355
H 1.112 -3.806 -0.298
H 2.165 -2.304 -0.724
*
```

Summary:
HOMO-LUMO gap   0.299 Eh
Calculated total energy   -34758.0479 eV
SMILES   N/C(=N\OC(=O)CCCCCN1C(=O)c2ccccc2C1=O)c1ccccc1
Max |F|   19.30 eV/A
LUMO   -0.611 eV

---

Entry 8:
A single C21H21N3O4 molecule in a non-equilibrium geometry, computed with the ωB97M-V functional and the def2-TZVPD basis.

Geometry as ORCA input:
```
! wB97M-V def2-TZVPD RIJCOSX def2/J DEFGRID3
* xyz 0 1
C 2.172 3.530 -1.193
C 1.170 2.501 -0.718
O 0.161 2.229 -1.348
N 1.492 1.947 0.467
H 2.355 2.249 0.890
C 0.864 0.791 1.095
C -0.513 1.087 1.717
O -0.752 0.789 2.871
N -1.386 1.661 0.881
H -1.108 1.826 -0.084
C -2.769 1.891 1.242
C -3.670 0.894 0.559
C -4.569 1.290 -0.416
C -5.388 0.375 -1.077
C -5.258 -0.945 -0.727
C -4.347 -1.354 0.250
C -3.545 -0.456 0.907
H -2.847 -0.771 1.665
O -4.423 -2.713 0.400
C -5.412 -3.149 -0.506
O -5.927 -2.039 -1.210
H -4.970 -3.864 -1.219
H -6.226 -3.645 0.046
H -6.091 0.686 -1.832
H -4.646 2.335 -0.673
H -3.047 2.912 0.966
H -2.833 1.777 2.329
H 1.517 0.493 1.919
C 0.737 -0.391 0.110
C 2.053 -0.675 -0.533
C 2.416 -0.368 -1.811
N 3.720 -0.724 -2.031
C 4.227 -1.275 -0.889
C 5.490 -1.784 -0.614
C 5.718 -2.277 0.652
C 4.715 -2.269 1.626
C 3.461 -1.767 1.361
C 3.202 -1.257 0.088
H 2.691 -1.773 2.118
H 4.935 -2.669 2.605
H 6.688 -2.681 0.900
H 6.263 -1.795 -1.369
H 4.210 -0.635 -2.904
H 1.828 0.082 -2.588
H 0.387 -1.259 0.670
H 0.004 -0.150 -0.660
H 2.268 4.328 -0.459
H 3.146 3.065 -1.333
H 1.835 3.951 -2.136
*
```

Summary:
HOMO-LUMO gap   0.316 Eh
Calculated total energy   -34779.3234 eV
SMILES   CC(=O)N[C@H](Cc1c[nH]c2ccccc12)C(=O)NCc1ccc2c(c1)OCO2
Max |F|   1.27 eV/A
LUMO   0.610 eV

---

Entry 9:
A molecular structure, C21H21NNiS in a non-equilibrium geometry, computed with the ωB97M-V functional and the def2-TZVPD basis.

Geometry as ORCA input:
```
! wB97M-V def2-TZVPD RIJCOSX def2/J DEFGRID3
* xyz 0 3
C 1.212 -1.576 0.031
C -0.496 -0.010 -2.274
C -0.465 -1.408 -0.106
H 1.437 -2.593 -0.330
C -1.698 -0.818 -2.448
H -0.509 0.995 -2.720
H -0.821 -1.414 0.938
H -2.467 -0.462 -3.135
C -1.010 -2.635 -0.855
H -1.806 -3.080 -0.236
H -0.250 -3.421 -0.945
C 1.735 -0.601 -1.026
H 2.784 -0.864 -1.242
H 1.772 0.416 -0.616
C 0.918 -0.601 -2.341
H 0.899 -1.616 -2.762
H 1.490 0.020 -3.049
C -1.608 -2.308 -2.256
H -1.022 -2.803 -3.047
H -2.612 -2.755 -2.315
Ni -1.502 -0.156 -0.898
H 2.794 -1.673 1.164
S 1.233 2.575 1.497
C -0.076 3.266 0.573
C -0.262 4.590 0.176
C -1.324 4.890 -0.683
C -2.196 3.886 -1.136
C -2.016 2.556 -0.740
C -0.938 2.262 0.111
N -0.517 0.965 0.434
C 0.606 0.957 1.213
C 1.272 -0.099 1.978
C 1.352 0.088 3.350
C 1.396 -1.001 4.222
C 1.284 -2.311 3.700
C 1.304 -2.527 2.347
C 1.722 -1.434 1.422
H 0.433 5.341 0.541
H -1.476 5.919 -1.007
H -3.016 4.145 -1.805
H -2.647 1.716 -1.083
H 1.294 1.101 3.756
H 1.442 -0.841 5.298
H 1.178 -3.154 4.387
H 1.176 -3.526 1.917
*
```

Summary:
HOMO-LUMO gap (spin up / spin down)   0.209 / 0.247 Eh
Calculated total energy   -75479.2829 eV
Max |F|   8.21 eV/A
LUMO (spin up / spin down)   0.244 / -1.224 eV